P | A structure of composition C5H12O2, computed with ωB97M-V with the def2-TZVPD basis set.

Values from the calculation:
LUMO level (alpha / beta): -1.233 / -1.275 eV
E_HOMO (alpha / beta): -7.96 / -7.83 eV
orbital gap (alpha / beta): 6.724 / 6.557 eV

Structure (XYZ):
```
19
Properties=species:S:1:pos:R:3:nbo_charge:R:1
C 2.322 -0.623 0.656 -0.6086
C 1.655 0.045 -0.535 -0.4954
C 0.262 -0.351 -0.718 0.2950
O -0.260 0.389 2.067 -1.1365
C -0.806 0.401 -1.281 -0.5684
C -2.267 -0.082 -0.154 0.0974
O -2.708 0.791 0.776 -0.6840
H 3.396 -0.438 0.621 0.2083
H 1.871 -0.188 1.551 0.2857
H 2.139 -1.708 0.645 0.1995
H 2.114 -0.353 -1.464 0.2504
H 1.756 1.133 -0.555 0.2296
H 0.118 -1.435 -0.708 0.1821
H -0.647 1.542 1.781 0.3638
H -1.086 -0.033 -2.263 0.2515
H -0.601 1.480 -1.375 0.2312
H -1.961 -1.054 0.254 0.1864
H -2.998 -0.156 -0.957 0.1756
H -2.299 0.641 1.657 0.5363
```

Q | An isolated molecule of C5H12O2, computed with ωB97M-V with the def2-TZVPD basis set.

Values from the calculation:
LUMO level: 0.810 eV
E_HOMO: -9.97 eV
orbital gap: 10.785 eV
SMILES: CC[C@@H](O)[C@@H](C)O

Structure (XYZ):
```
19
Properties=species:S:1:pos:R:3:nbo_charge:R:1
C 1.958 0.987 1.004 -0.6095
C 0.915 -0.084 1.329 -0.4271
C 0.273 -0.690 0.077 0.0878
O -0.327 -1.943 0.341 -0.7202
C -0.789 0.246 -0.525 0.0748
C -1.212 -0.196 -1.916 -0.6386
O -1.881 0.184 0.393 -0.7456
H 2.824 0.547 0.496 0.2033
H 1.555 1.771 0.350 0.1971
H 2.321 1.477 1.913 0.2147
H 1.379 -0.903 1.891 0.2153
H 0.117 0.327 1.961 0.2090
H 1.052 -0.878 -0.676 0.1724
H -1.178 -1.729 0.754 0.4799
H -0.398 1.274 -0.554 0.1631
H -1.508 -1.249 -1.889 0.2273
H -2.050 0.403 -2.291 0.2011
H -0.384 -0.085 -2.624 0.2181
H -2.667 0.541 -0.035 0.4771
```

R | An isolated molecule of C5H12O2, computed with ωB97M-V with the def2-TZVPD basis set.

Values from the calculation:
LUMO level: 0.980 eV
E_HOMO: -8.61 eV
orbital gap: 9.589 eV
SMILES: COC[C@@H](C)CO

Structure (XYZ):
```
19
Properties=species:S:1:pos:R:3:nbo_charge:R:1
C 2.643 0.405 -0.582 -0.2421
O 1.250 0.531 -0.750 -0.5669
C 0.540 -0.627 -0.325 -0.0783
C -0.909 -0.261 -0.190 -0.1840
C -1.872 -1.314 0.240 -0.6122
C -1.023 0.987 1.015 -0.1106
O -1.147 1.864 -0.097 -0.7500
H 3.041 -0.444 -1.158 0.1692
H 3.107 1.326 -0.943 0.1968
H 2.899 0.261 0.478 0.1685
H 0.691 -1.430 -1.064 0.1695
H 0.884 -0.945 0.663 0.1643
H -1.219 0.004 -1.252 0.2193
H -2.851 -0.841 0.395 0.2179
H -1.517 -1.707 1.191 0.1985
H -1.997 -2.098 -0.511 0.2046
H -1.961 1.001 1.617 0.1718
H -0.311 1.515 1.740 0.1857
H -0.252 1.773 -0.467 0.4779
```

It is P that is the least stable of them.

P | A cluster of 3 separate species, C5H12O2 in total, computed with ωB97M-V with the def2-TZVPD basis set.

Values from the calculation:
LUMO level: 0.656 eV
E_HOMO: -9.85 eV
orbital gap: 10.504 eV
SMILES: C=CCC.C=O.O

Structure (XYZ):
```
19
Properties=species:S:1:pos:R:3:nbo_charge:R:1
C -0.496 0.418 -1.758 -0.4258
C 0.402 -0.398 -1.208 -0.1467
C 1.715 0.029 -0.617 -0.4421
C 2.080 -0.640 0.710 -0.6121
H -1.366 0.038 -2.287 0.1958
H -0.391 1.501 -1.716 0.1986
H 0.231 -1.477 -1.246 0.1897
H 2.479 -0.228 -1.364 0.2128
H 1.736 1.122 -0.519 0.2017
H 3.123 -0.424 0.965 0.2083
H 1.433 -0.294 1.522 0.2359
H 1.979 -1.730 0.640 0.1989
C -2.522 -0.230 0.142 0.2925
O -2.845 0.773 0.736 -0.5474
H -1.751 -0.919 0.526 0.1370
H -2.992 -0.503 -0.819 0.1191
O -0.568 0.769 2.335 -0.9653
H -0.199 1.582 1.970 0.4634
H -1.494 0.803 2.039 0.4856
```

Q | A cluster of 2 separate species, C5H12O2 in total, computed with ωB97M-V with the def2-TZVPD basis set.

Values from the calculation:
LUMO level: 0.226 eV
E_HOMO: -9.03 eV
orbital gap: 9.257 eV

Structure (XYZ):
```
19
Properties=species:S:1:pos:R:3:nbo_charge:R:1
C 2.352 0.396 -1.523 -0.2406
O 1.313 0.359 -0.580 -0.8168
C 0.437 -0.784 0.936 -0.0071
C -0.787 -0.325 0.432 -0.4053
C -1.843 -1.290 -0.071 -0.6007
C -1.272 1.019 0.973 -0.0487
O -0.199 1.885 1.246 -0.7344
H 2.418 -0.536 -2.104 0.1513
H 2.210 1.222 -2.236 0.1711
H 3.326 0.557 -1.038 0.1687
H 0.779 -1.793 0.723 0.2060
H 0.992 -0.227 1.681 0.2296
H -0.017 0.042 -0.536 0.4500
H -2.490 -0.808 -0.811 0.2168
H -2.486 -1.634 0.748 0.2119
H -1.398 -2.172 -0.541 0.2170
H -1.977 1.454 0.246 0.1588
H -1.823 0.887 1.913 0.1754
H 0.465 1.749 0.543 0.4972
```

R | A cluster of 2 separate species, C5H12O2 in total, computed with ωB97M-V with the def2-TZVPD basis set.

Values from the calculation:
LUMO level: 0.665 eV
E_HOMO: -8.39 eV
orbital gap: 9.059 eV
SMILES: CC/C=C\O.CO

Structure (XYZ):
```
19
Properties=species:S:1:pos:R:3:nbo_charge:R:1
C -1.658 1.609 0.965 -0.6002
C -0.677 0.519 1.395 -0.4520
C -0.509 -0.674 0.498 -0.2183
C 0.571 -1.445 0.505 0.0623
O 1.732 -1.033 1.141 -0.7197
H -1.255 2.257 0.182 0.2126
H -2.593 1.176 0.592 0.2019
H -1.910 2.234 1.830 0.2065
H 0.299 0.949 1.652 0.2138
H -1.049 0.070 2.324 0.2174
H -1.366 -0.989 -0.093 0.2121
H 0.558 -2.451 0.101 0.1726
H 2.495 -1.367 0.655 0.4773
C 0.923 -0.346 -2.218 -0.2487
O 0.355 0.702 -1.449 -0.7219
H 1.353 0.109 -3.108 0.1747
H 1.712 -0.940 -1.729 0.1600
H 0.139 -1.058 -2.512 0.1759
H 0.913 0.876 -0.682 0.4738
```

S | A cluster of 2 separate species, C5H12O2 in total, computed with ωB97M-V with the def2-TZVPD basis set.

Values from the calculation:
LUMO level: 0.908 eV
E_HOMO: -9.98 eV
orbital gap: 10.887 eV
SMILES: CCCCC=O.O

Structure (XYZ):
```
19
Properties=species:S:1:pos:R:3:nbo_charge:R:1
C -1.709 -1.524 0.778 -0.6128
C -0.449 -0.718 1.057 -0.4084
C -0.494 0.615 0.327 -0.3911
C -0.454 0.452 -1.206 -0.5213
C 0.824 -0.192 -1.706 0.4509
O 1.864 -0.265 -1.102 -0.5397
H -2.525 -0.806 0.670 0.1951
H -1.686 -2.131 -0.126 0.1986
H -1.929 -2.192 1.606 0.2152
H 0.401 -1.280 0.674 0.2089
H -0.329 -0.623 2.133 0.2134
H 0.284 1.298 0.656 0.2271
H -1.449 1.107 0.530 0.1986
H -0.486 1.442 -1.664 0.2403
H -1.262 -0.214 -1.498 0.2228
H 0.706 -0.819 -2.616 0.1037
O 2.693 2.003 0.829 -0.9452
H 2.362 1.727 -0.031 0.4759
H 3.637 2.118 0.692 0.4679
```

It is Q that is the least stable of them.

P | A cluster of 3 separate species, C5H12O2 in total, computed with ωB97M-V with the def2-TZVPD basis set.

Values from the calculation:
LUMO level: 0.478 eV
E_HOMO: -9.21 eV
orbital gap: 9.691 eV
SMILES: C=CCC=C.O.O

Structure (XYZ):
```
19
Properties=species:S:1:pos:R:3:nbo_charge:R:1
C 0.250 2.790 -0.099 -0.3847
C 1.161 2.011 0.488 -0.1809
C 2.185 1.156 -0.246 -0.4882
C 1.506 -0.232 -0.460 -0.1538
C 0.533 -0.722 0.299 -0.4110
H -0.632 3.171 0.374 0.2133
H 0.389 3.122 -1.121 0.1885
H 1.291 1.806 1.543 0.1986
H 2.643 1.430 -1.243 0.2180
H 3.071 1.000 0.379 0.2177
H 1.660 -0.638 -1.439 0.1947
H -0.040 -1.599 0.013 0.1907
H 0.193 -0.252 1.212 0.1941
O -1.755 -6.024 0.296 -0.9278
H -1.800 -5.063 0.371 0.4635
H -1.401 -6.117 -0.596 0.4645
O -2.885 1.665 0.285 -0.9351
H -3.656 1.785 -0.282 0.4679
H -2.712 0.714 0.226 0.4697
```

Q | A cluster of 2 separate species, C5H12O2 in total, computed with ωB97M-V with the def2-TZVPD basis set.

Values from the calculation:
LUMO level (alpha / beta): 0.482 / 0.482 eV
E_HOMO (alpha / beta): -7.73 / -7.73 eV
orbital gap (alpha / beta): 8.215 / 8.214 eV

Structure (XYZ):
```
19
Properties=species:S:1:pos:R:3:nbo_charge:R:1
C -0.480 1.112 1.939 -0.3091
O -0.641 0.922 0.587 -0.4161
C 0.169 0.073 0.024 0.2389
C -0.044 -1.579 1.724 -0.8827
C -0.186 -0.413 -1.339 -0.5154
C 0.443 0.433 -2.453 -0.0487
O -0.070 1.745 -2.488 -0.7093
H 0.529 1.431 2.218 0.1619
H -0.363 -0.348 2.060 0.2253
H -1.274 1.753 2.318 0.1870
H 1.213 0.091 0.338 0.1706
H -0.529 -1.990 2.621 0.2204
H 1.031 -1.762 1.821 0.2029
H -0.432 -2.153 0.879 0.2045
H -1.276 -0.404 -1.447 0.2320
H 0.160 -1.451 -1.433 0.2303
H 1.541 0.431 -2.341 0.1542
H 0.213 -0.009 -3.427 0.1865
H -0.004 2.117 -1.598 0.4667
```

It is Q that is the least stable of them.

P | A cluster of 3 separate species, C5H12O2 in total, computed with ωB97M-V with the def2-TZVPD basis set.

Values from the calculation:
LUMO level: 0.620 eV
E_HOMO: -9.52 eV
orbital gap: 10.138 eV
SMILES: C=CCC.C=O.O

Structure (XYZ):
```
19
Properties=species:S:1:pos:R:3:nbo_charge:R:1
C -0.591 0.278 -1.564 -0.4478
C 0.308 -0.392 -0.845 -0.1176
C 1.654 0.143 -0.443 -0.4496
C 2.316 -0.549 0.748 -0.6035
H -1.438 -0.225 -2.020 0.1909
H -0.493 1.341 -1.774 0.1983
H 0.133 -1.446 -0.624 0.1925
H 2.295 -0.003 -1.324 0.2170
H 1.600 1.230 -0.295 0.2020
H 3.380 -0.293 0.792 0.2061
H 1.843 -0.278 1.694 0.2250
H 2.242 -1.638 0.648 0.2018
C -2.875 -0.064 -0.082 0.2936
O -2.864 0.867 0.690 -0.5459
H -2.344 -1.009 0.121 0.1311
H -3.449 -0.023 -1.024 0.1208
O -0.424 0.350 1.928 -0.9630
H 0.050 1.159 1.701 0.4608
H -1.344 0.551 1.672 0.4874
```

Q | An isolated molecule of C5H12O2, computed with ωB97M-V with the def2-TZVPD basis set.

Values from the calculation:
LUMO level: 0.807 eV
E_HOMO: -10.14 eV
orbital gap: 10.946 eV
SMILES: CC[C@@H](O)[C@@H](C)O

Structure (XYZ):
```
19
Properties=species:S:1:pos:R:3:nbo_charge:R:1
C 2.298 0.171 1.366 -0.6078
C 0.833 0.511 1.105 -0.4244
C 0.355 0.050 -0.273 0.0867
O 0.617 -1.328 -0.479 -0.7196
C -1.127 0.356 -0.507 0.0768
C -1.647 -0.270 -1.806 -0.6437
O -1.826 -0.173 0.618 -0.7380
H 2.476 -0.894 1.193 0.2181
H 2.966 0.733 0.703 0.1992
H 2.575 0.404 2.400 0.2073
H 0.193 0.039 1.859 0.2142
H 0.667 1.593 1.196 0.2024
H 0.923 0.571 -1.055 0.1747
H 0.054 -1.806 0.145 0.4682
H -1.249 1.451 -0.536 0.1614
H -2.039 -1.269 -1.589 0.2185
H -2.445 0.327 -2.259 0.2062
H -0.852 -0.394 -2.546 0.2272
H -2.774 -0.071 0.463 0.4727
```

R | An isolated molecule of C5H12O2, computed with ωB97M-V with the def2-TZVPD basis set.

Values from the calculation:
LUMO level: 0.810 eV
E_HOMO: -9.84 eV
orbital gap: 10.646 eV
SMILES: CC[C@@H](O)CCO

Structure (XYZ):
```
19
Properties=species:S:1:pos:R:3:nbo_charge:R:1
C 2.591 -0.565 0.567 -0.6087
C 1.617 0.040 -0.442 -0.4069
C 0.184 -0.191 0.022 0.1086
O 0.067 0.365 1.321 -0.7515
C -0.890 0.355 -0.921 -0.4498
C -2.290 0.053 -0.401 -0.0647
O -2.547 0.897 0.726 -0.7400
H 3.635 -0.374 0.302 0.2059
H 2.398 -0.145 1.557 0.2267
H 2.449 -1.651 0.633 0.1968
H 1.764 -0.401 -1.438 0.1954
H 1.785 1.121 -0.531 0.2008
H 0.028 -1.286 0.084 0.1416
H -0.791 0.812 1.372 0.4924
H -0.772 -0.093 -1.917 0.2187
H -0.782 1.442 -1.037 0.2139
H -2.347 -1.006 -0.108 0.1674
H -3.052 0.231 -1.171 0.1728
H -3.047 0.398 1.381 0.4807
```

S | An isolated molecule of C5H12O2, computed with ωB97M-V with the def2-TZVPD basis set.

Values from the calculation:
LUMO level: 0.815 eV
E_HOMO: -9.92 eV
orbital gap: 10.732 eV
SMILES: CC[C@@H](O)[C@@H](C)O

Structure (XYZ):
```
19
Properties=species:S:1:pos:R:3:nbo_charge:R:1
C -1.052 2.275 -0.944 -0.6066
C -0.549 1.339 0.138 -0.4229
C -0.112 -0.005 -0.416 0.0765
O 0.921 0.091 -1.375 -0.7139
C 0.271 -0.909 0.735 0.1104
C 0.406 -2.394 0.339 -0.6729
O 1.441 -0.413 1.366 -0.7339
H -0.279 2.426 -1.703 0.2168
H -1.932 1.851 -1.443 0.1998
H -1.329 3.244 -0.524 0.2074
H 0.303 1.774 0.678 0.2083
H -1.326 1.153 0.893 0.2018
H -0.948 -0.497 -0.935 0.1739
H 1.694 0.425 -0.898 0.4715
H -0.605 -0.888 1.486 0.1403
H 1.372 -2.905 0.417 0.2124
H -0.190 -2.586 1.210 0.2236
H -0.034 -2.728 -0.621 0.2301
H 1.958 -1.150 1.720 0.4775
```

It is P that is the least stable of them.